{
  "formula": "C20H22FN2O4P",
  "method": "wB97M-V/def2-TZVPD",
  "relative_energy_kj_mol": 2.3,
  "total_energy_ha": -1627.12659,
  "smiles": "CCOP(=O)(OCC)c1nc(-c2ccc(F)cc2)oc1NCc1ccccc1",
  "orbital_gap_ev": 8.374,
  "charge": 0,
  "spin_multiplicity": 1,
  "elements": ["C", "C", "O", "P", "O", "O", "C", "C", "C", "N", "C", "C", "C", "C", "C", "F", "C", "C", "O", "C", "N", "C", "C", "C", "C", "C", "C", "C", "H", "H", "H", "H", "H", "H", "H", "H", "H", "H", "H", "H", "H", "H", "H", "H", "H", "H", "H", "H", "H", "H"],
  "xyz": [[1.54685, -1.49264, -1.38809], [2.88637, -1.05229, -0.82143], [2.80245, -0.73075, 0.55712], [2.11006, 0.65631, 0.97869], [2.44826, 1.76796, 0.06815], [2.58981, 0.84459, 2.48358], [3.81802, 1.52011, 2.73422], [5.00801, 0.58168, 2.63432], [0.35322, 0.40222, 1.11679], [-0.31811, -0.67387, 1.61237], [-1.57138, -0.46341, 1.35343], [-2.67786, -1.32866, 1.67872], [-3.98394, -0.98736, 1.32394], [-5.03344, -1.82693, 1.64034], [-4.76467, -3.00610, 2.31316], [-5.78847, -3.82846, 2.62336], [-3.47788, -3.36773, 2.67787], [-2.43407, -2.52481, 2.35839], [-1.78856, 0.71668, 0.68671], [-0.56537, 1.25503, 0.53969], [-0.38927, 2.47161, -0.03051], [-1.23100, 2.82268, -1.17030], [-0.93631, 1.89887, -2.32526], [-1.78418, 0.84130, -2.62527], [-1.45080, -0.06407, -3.61814], [-0.26335, 0.07694, -4.31506], [0.59021, 1.12657, -4.01745], [0.25718, 2.03106, -3.02590], [1.67700, -1.87383, -2.39751], [1.11553, -2.26874, -0.76060], [0.86167, -0.64759, -1.41974], [3.62014, -1.86112, -0.88451], [3.25543, -0.17908, -1.37114], [3.92353, 2.34335, 2.01887], [3.72496, 1.92678, 3.74542], [5.91799, 1.10940, 2.90876], [5.10062, 0.21223, 1.61623], [4.86900, -0.26623, 3.29993], [-4.16874, -0.06082, 0.80316], [-6.04978, -1.58113, 1.37572], [-3.31256, -4.29507, 3.20301], [-1.41837, -2.76691, 2.62506], [0.60272, 2.65120, -0.16718], [-1.01544, 3.86164, -1.42629], [-2.27470, 2.73762, -0.85978], [-2.70817, 0.72402, -2.07711], [-2.11745, -0.88343, -3.84318], [-0.00274, -0.63060, -5.08816], [1.51875, 1.23887, -4.55705], [0.92885, 2.84286, -2.78733]],
  "atomic_forces_ev_per_a": [[0.20, 0.11, 0.22], [0.04, -0.27, -0.88], [-0.39, 0.70, 0.92], [-0.14, -0.65, 0.48], [-0.18, 0.18, -0.07], [-0.51, -0.34, -0.51], [0.70, 0.34, 0.19], [-0.33, 0.09, -0.01], [0.50, 1.08, -0.90], [-1.06, -0.71, 0.35], [1.36, -0.23, 0.25], [-0.64, -0.14, -0.03], [0.32, -0.07, 0.08], [-0.14, -0.28, 0.13], [0.07, 0.12, -0.06], [0.11, 0.08, -0.03], [-0.25, -0.04, -0.01], [-0.05, 0.28, -0.15], [-0.20, 0.19, -0.06], [1.10, -0.22, 0.39], [-0.37, 0.30, 0.15], [0.01, -0.14, -0.07], [-0.11, 0.04, -0.05], [0.01, 0.09, 0.01], [-0.01, -0.11, -0.06], [-0.03, -0.07, -0.05], [0.09, 0.04, -0.02], [-0.09, -0.01, -0.02], [0.00, -0.02, -0.11], [-0.07, -0.10, 0.02], [-0.14, 0.01, -0.10], [-0.06, 0.15, -0.02], [0.07, -0.15, 0.06], [-0.05, -0.03, 0.19], [0.00, -0.01, -0.18], [0.10, 0.04, 0.02], [0.11, -0.06, -0.06], [0.05, -0.09, 0.06], [-0.05, 0.08, -0.05], [-0.10, 0.00, -0.01], [0.00, -0.09, 0.05], [0.11, -0.07, 0.05], [0.02, -0.05, 0.04], [-0.10, -0.07, 0.03], [0.06, 0.13, -0.11], [-0.09, 0.00, 0.06], [-0.05, -0.07, -0.03], [0.02, -0.06, -0.07], [0.09, 0.01, -0.05], [0.11, 0.10, 0.03]],
  "mulliken_charge": [-0.528, -0.438, -0.330, 0.921, -0.872, -0.386, -0.350, -0.976, 0.065, -0.584, 0.459, 0.160, -0.423, -0.566, 0.351, -0.325, -0.562, -0.423, -0.399, 0.598, -0.312, -1.459, 0.765, -0.210, -0.626, -0.508, -0.645, -0.240, 0.444, 0.277, -0.204, 0.328, 0.330, 0.314, 0.317, 0.404, 0.244, 0.253, 0.467, 0.447, 0.445, 0.475, 0.435, 0.507, 0.416, 0.350, 0.404, 0.418, 0.398, 0.375]
}

{
  "formula": "C20H22FN3O2PtS5Si",
  "method": "wB97M-V/def2-TZVPD",
  "relative_energy_kj_mol": 35.7,
  "total_energy_ha": -3589.69922,
  "orbital_gap_ev": 7.315,
  "charge": 0,
  "spin_multiplicity": 1,
  "elements": ["Pt", "O", "C", "C", "C", "C", "C", "C", "C", "O", "N", "N", "C", "S", "C", "C", "S", "H", "H", "H", "H", "H", "H", "H", "H", "H", "S", "C", "S", "S", "C", "Si", "C", "C", "N", "C", "C", "C", "C", "C", "C", "F", "H", "H", "H", "H", "H", "H", "H", "H", "H", "H", "H", "H", "H"],
  "xyz": [[-0.60180, -0.29509, -0.15349], [0.04957, -5.72082, 0.44427], [1.24008, -5.20916, 0.79821], [2.21883, -6.10492, 1.23024], [3.46655, -5.65400, 1.60609], [3.77580, -4.29569, 1.55448], [2.81203, -3.40329, 1.13664], [1.53769, -3.83560, 0.75747], [0.54469, -2.82277, 0.35555], [0.87682, -1.57994, 0.41978], [-0.62902, -3.22816, -0.06215], [-1.46558, -2.17879, -0.38561], [-2.61820, -2.46815, -0.86447], [-3.10455, -4.11766, -1.17200], [-4.83635, -3.67625, -1.49799], [-4.83554, -2.33974, -2.20793], [-3.78914, -1.22417, -1.23038], [-0.52959, -4.97673, 0.17004], [1.96553, -7.15650, 1.25937], [4.20969, -6.36568, 1.94318], [4.75776, -3.94487, 1.84097], [3.02103, -2.34309, 1.09788], [-5.35835, -3.61541, -0.54417], [-5.27451, -4.46770, -2.10439], [-5.82906, -1.89796, -2.26588], [-4.41097, -2.42185, -3.20752], [-0.70656, 4.21131, -0.66990], [-0.74645, 2.62991, -0.37362], [-1.81416, 1.45954, -1.00980], [0.63986, 1.67067, 0.39403], [3.91384, 0.91432, -2.78784], [2.11845, 1.41610, -2.68301], [1.03434, -0.03835, -3.09285], [1.70964, 2.87402, -3.77328], [1.82434, 1.91489, -1.01704], [2.50521, 2.85006, -0.26676], [3.62593, 3.65980, -0.42091], [4.01329, 4.40261, 0.69256], [3.32861, 4.36411, 1.90886], [2.19725, 3.56599, 2.06114], [1.83440, 2.87106, 0.94029], [-0.12982, 1.66452, 1.92699], [4.19584, 0.65555, -3.81106], [4.09060, 0.04162, -2.15538], [4.58406, 1.70690, -2.45041], [1.24148, -0.38258, -4.11045], [-0.02284, 0.22104, -3.04357], [1.22344, -0.87266, -2.41371], [1.96808, 2.67970, -4.81735], [2.24246, 3.77340, -3.45503], [0.63973, 3.08944, -3.71987], [4.17251, 3.70912, -1.35219], [4.89201, 5.03050, 0.61450], [3.68169, 4.95992, 2.73870], [1.62932, 3.52503, 2.97971]],
  "atomic_forces_ev_per_a": [[1.73, -0.86, 0.56], [0.00, -0.03, 0.01], [0.03, 0.06, -0.02], [0.00, -0.05, 0.00], [-0.01, 0.03, -0.03], [0.02, -0.01, 0.00], [0.01, -0.02, 0.01], [-0.02, 0.04, 0.03], [-0.07, -0.03, -0.14], [-0.19, 0.02, 0.19], [-0.05, -0.20, 0.03], [-0.07, 1.36, -0.35], [-0.14, -0.11, 0.01], [0.01, 0.01, 0.06], [0.07, -0.02, 0.05], [0.10, 0.05, 0.02], [0.00, -0.11, -0.04], [0.00, 0.00, 0.01], [0.00, 0.01, 0.01], [0.00, 0.00, -0.01], [-0.01, 0.00, 0.01], [-0.01, 0.00, 0.00], [-0.07, -0.01, -0.03], [0.02, 0.00, -0.02], [0.00, 0.00, 0.02], [-0.07, -0.03, -0.03], [0.03, -0.05, 0.47], [0.12, 0.40, -1.22], [-0.36, -0.25, 0.50], [-0.95, 0.26, -0.54], [0.04, 0.08, 0.00], [-0.20, 0.00, 0.10], [0.03, -0.03, -0.05], [0.09, -0.02, -0.06], [-0.34, 0.00, 0.26], [0.32, -0.01, -0.24], [-0.02, 0.06, -0.03], [-0.06, -0.07, -0.05], [0.01, 0.05, -0.02], [-0.17, 0.17, 0.08], [0.20, -0.82, 0.28], [-0.03, 0.17, 0.12], [-0.03, 0.00, 0.00], [-0.01, 0.00, -0.01], [0.01, -0.02, -0.02], [0.07, 0.05, 0.01], [-0.02, -0.02, 0.02], [-0.04, -0.01, 0.00], [-0.01, 0.02, 0.01], [0.00, -0.01, -0.01], [0.01, -0.01, 0.02], [0.05, 0.03, 0.03], [-0.02, 0.02, -0.01], [-0.01, 0.00, 0.00], [0.04, -0.08, 0.00]],
  "mulliken_charge": [0.517, -0.678, 0.416, -0.671, -0.326, -0.786, -0.527, 0.269, 0.620, -0.510, -0.588, -0.137, 0.344, -0.079, -0.549, -0.605, -0.092, 0.599, 0.417, 0.369, 0.417, 0.430, 0.309, 0.372, 0.395, 0.304, -0.194, 0.055, -0.423, 0.695, -1.023, -0.052, -0.787, -0.969, 0.530, 0.488, -0.704, -0.718, -0.499, -0.825, 0.281, -0.434, 0.354, 0.284, 0.326, 0.442, 0.233, 0.073, 0.368, 0.321, 0.287, 0.375, 0.397, 0.395, 0.493]
}

{
  "formula": "C20H22FN3O5S",
  "method": "wB97M-V/def2-TZVPD",
  "relative_energy_kj_mol": 0.0,
  "total_energy_ha": -1813.89971,
  "smiles": "COC(=O)c1cccc(S(=O)(=O)N2CCC(NC(=O)Nc3cccc(F)c3)CC2)c1",
  "orbital_gap_ev": 8.486,
  "charge": 0,
  "spin_multiplicity": 1,
  "elements": ["C", "O", "C", "O", "C", "C", "C", "C", "C", "S", "O", "O", "N", "C", "C", "C", "N", "C", "O", "N", "C", "C", "C", "C", "C", "F", "C", "C", "C", "C", "H", "H", "H", "H", "H", "H", "H", "H", "H", "H", "H", "H", "H", "H", "H", "H", "H", "H", "H", "H", "H", "H"],
  "xyz": [[-0.69522, 3.85058, -5.91964], [-0.00162, 3.76082, -4.68294], [1.24216, 4.25016, -4.67358], [1.77512, 4.73531, -5.64022], [1.89169, 4.12421, -3.34042], [3.20574, 4.56551, -3.19977], [3.85195, 4.47178, -1.97910], [3.18867, 3.93087, -0.88908], [1.88480, 3.49479, -1.03743], [1.06715, 2.78408, 0.38996], [-0.30644, 2.52008, 0.05250], [1.32858, 3.59891, 1.53820], [1.97653, 1.37951, 0.55865], [2.06462, 0.87021, 1.91172], [0.78285, 0.14757, 2.32386], [0.48661, -0.98301, 1.33552], [-0.73475, -1.66919, 1.69662], [-0.79179, -3.02688, 1.81559], [0.18388, -3.73472, 1.70091], [-2.06664, -3.47901, 2.09392], [-2.49408, -4.78687, 2.30464], [-1.64257, -5.88749, 2.23385], [-2.13684, -7.15991, 2.45117], [-3.47443, -7.37180, 2.74054], [-4.30391, -6.26846, 2.80633], [-5.61469, -6.44230, 3.08657], [-3.84342, -4.98515, 2.59520], [0.39709, -0.41557, -0.08523], [1.67085, 0.36109, -0.42274], [1.22368, 3.58434, -2.24376], [-0.16930, 3.28444, -6.69113], [-0.76827, 4.89213, -6.23862], [-1.68310, 3.43315, -5.74445], [3.70083, 4.98287, -4.06388], [4.86822, 4.81993, -1.87723], [3.65516, 3.84689, 0.07922], [2.24658, 1.72958, 2.55740], [2.92140, 0.19125, 1.96032], [0.88572, -0.25237, 3.33318], [-0.03909, 0.86759, 2.31059], [1.27755, -1.74012, 1.38487], [-1.57294, -1.11097, 1.71771], [-2.79243, -2.78210, 2.18148], [-0.60115, -5.73255, 2.01029], [-1.46623, -8.00333, 2.39362], [-3.87230, -8.35851, 2.91187], [-4.53187, -4.15564, 2.65811], [0.25778, -1.22559, -0.80254], [-0.45215, 0.26708, -0.14863], [1.56839, 0.86125, -1.38806], [2.52699, -0.31973, -0.47008], [0.20276, 3.24526, -2.31776]],
  "atomic_forces_ev_per_a": [[-0.05, 0.10, -0.42], [0.02, -0.10, 0.40], [0.09, 0.09, -0.22], [-0.05, -0.04, 0.07], [0.15, 0.00, 0.25], [-0.25, -0.05, -0.14], [-0.06, -0.05, 0.14], [0.12, 0.08, -0.01], [-0.32, -0.26, 0.36], [0.48, -0.08, -0.30], [0.13, -0.02, -0.26], [0.25, 0.00, 0.11], [-0.31, 1.05, -0.11], [-0.23, 0.16, 0.66], [0.28, -0.24, -0.13], [0.01, 0.11, -0.05], [-0.02, 0.33, 0.00], [-0.30, 0.25, 0.06], [0.29, -0.34, -0.04], [-0.30, 0.31, 0.02], [0.00, -0.47, 0.03], [0.29, 0.08, -0.06], [-0.22, 0.10, 0.03], [-0.21, -0.02, 0.04], [0.15, 0.00, -0.03], [0.15, 0.03, -0.03], [-0.06, -0.09, 0.02], [0.23, -0.14, 0.12], [-0.36, -0.26, -0.48], [-0.11, 0.03, -0.12], [-0.07, 0.05, 0.06], [-0.02, -0.10, 0.02], [0.06, 0.02, 0.01], [0.04, 0.02, -0.05], [0.08, 0.02, 0.02], [0.17, 0.02, 0.09], [0.13, -0.21, 0.11], [0.00, 0.07, -0.04], [-0.05, 0.00, 0.03], [-0.08, 0.00, 0.10], [-0.08, 0.14, 0.01], [-0.02, -0.11, 0.01], [0.18, -0.09, -0.02], [0.01, -0.01, 0.00], [0.07, -0.07, -0.01], [-0.07, -0.09, 0.02], [-0.10, 0.08, 0.01], [-0.02, -0.03, -0.01], [-0.03, -0.13, -0.04], [0.10, -0.21, -0.11], [0.00, 0.10, -0.05], [-0.09, -0.03, -0.06]],
  "mulliken_charge": [-0.675, -0.270, 0.427, -0.612, 0.147, -0.474, -0.773, -0.439, -0.294, 1.515, -0.689, -0.790, 0.100, -1.089, -0.520, -0.191, -0.241, 0.647, -0.672, -0.091, 0.631, -0.511, -0.517, -0.613, 0.343, -0.328, -0.732, -0.743, -0.917, -0.068, 0.299, 0.300, 0.225, 0.486, 0.415, 0.478, 0.499, 0.457, 0.388, 0.284, 0.263, 0.291, 0.163, 0.533, 0.369, 0.436, 0.375, 0.396, 0.314, 0.413, 0.445, 0.611]
}

{
  "formula": "C20H22N2O2",
  "method": "wB97M-V/def2-TZVPD",
  "relative_energy_kj_mol": 419.9,
  "total_energy_ha": -1035.22069,
  "orbital_gap_ev": 6.618,
  "charge": 0,
  "spin_multiplicity": 1,
  "elements": ["O", "C", "O", "C", "C", "C", "C", "C", "C", "C", "C", "N", "C", "C", "C", "C", "C", "C", "C", "C", "C", "H", "H", "H", "H", "H", "H", "H", "H", "H", "H", "H", "H", "H", "H", "H", "C", "N", "C", "H", "H", "H", "H", "H", "H", "H"],
  "xyz": [[-2.38676, -3.08900, 3.59966], [-2.72105, -1.90517, 3.65275], [-2.95881, -1.23325, 4.65593], [-2.84547, -1.18840, 2.31808], [-4.22143, -0.51635, 2.12425], [-3.93258, 0.95340, 2.03355], [-2.55334, 1.17292, 2.13627], [-2.05086, 2.46681, 2.07601], [-2.92500, 3.51954, 1.90780], [-4.28915, 3.29613, 1.80079], [-4.79976, 2.01173, 1.86596], [-1.87638, -0.06788, 2.27662], [-0.53353, -0.29594, 2.46651], [0.43982, 0.74016, 2.58005], [1.23736, 1.15994, 1.52576], [2.07913, 2.30755, 1.51254], [2.87203, 2.56489, 0.37958], [3.68387, 3.67082, 0.32073], [3.72976, 4.55513, 1.38315], [2.95352, 4.32901, 2.50661], [2.13803, 3.22413, 2.57831], [-2.61429, -1.89093, 1.50704], [-4.73732, -0.85948, 1.22055], [-4.86736, -0.72597, 2.98171], [-0.99092, 2.62650, 2.15099], [-2.54343, 4.52565, 1.85517], [-4.95716, 4.12883, 1.66034], [-5.85601, 1.82556, 1.78158], [-0.24490, -1.34077, 2.47990], [0.47877, 1.31350, 3.49729], [1.17966, 0.59376, 0.61286], [2.84121, 1.87340, -0.44464], [4.28709, 3.85136, -0.55385], [4.36933, 5.42154, 1.33462], [2.98707, 5.02765, 3.32670], [1.52853, 3.06514, 3.45045], [2.56334, -2.60219, 0.29793], [3.26894, -1.37340, -0.02910], [4.68809, -1.40419, 0.28817], [1.49754, -2.51687, 0.08488], [2.96692, -3.44598, -0.26251], [2.67616, -2.81998, 1.35906], [3.13395, -1.12965, -1.01723], [5.16555, -0.44928, 0.06711], [4.82257, -1.60732, 1.34963], [5.19806, -2.18962, -0.27055]],
  "atomic_forces_ev_per_a": [[0.39, -0.87, -0.76], [0.17, -0.94, 1.32], [-0.32, 1.30, 0.43], [-0.62, 0.19, -1.38], [-0.25, -0.01, -0.06], [0.83, -0.65, 0.12], [-0.80, 0.46, 0.02], [0.61, -0.46, 0.10], [-0.12, 0.07, -0.03], [-0.04, -0.01, -0.01], [0.11, -0.10, 0.00], [4.30, -0.52, 0.78], [-4.62, 0.14, -1.00], [2.08, 1.98, -1.91], [-2.28, -2.05, 2.01], [1.12, 1.42, 0.05], [-0.54, -0.42, 0.49], [0.22, 0.27, -0.03], [0.09, 0.07, -0.05], [0.09, 0.19, 0.10], [-0.14, -0.51, -0.49], [0.05, 0.29, 0.19], [0.16, -0.05, 0.12], [0.16, -0.01, -0.03], [0.10, 0.25, -0.01], [0.09, 0.12, 0.00], [-0.11, 0.16, 0.00], [-0.24, 0.01, 0.00], [-0.29, -0.18, 0.09], [-0.25, -0.08, 0.21], [0.07, -0.19, -0.29], [-0.03, -0.19, -0.18], [0.09, 0.01, -0.14], [0.08, 0.13, 0.00], [-0.01, 0.08, 0.14], [-0.09, 0.03, 0.22], [0.31, 0.11, -0.16], [-0.42, 0.84, -0.30], [-0.23, -0.19, -0.12], [0.03, 0.07, -0.06], [-0.05, -0.39, -0.03], [0.01, 0.04, 0.07], [0.11, -0.27, 0.61], [-0.11, 0.01, -0.04], [-0.04, 0.02, 0.07], [0.33, -0.18, -0.05]],
  "mulliken_charge": [-0.726, 0.276, -0.710, 0.026, -0.857, 0.898, 0.120, -0.401, -0.832, -0.383, -0.736, 0.163, -0.146, -1.244, 0.153, 1.056, -0.459, -0.656, -0.429, -0.801, -0.221, 0.282, 0.333, 0.367, 0.383, 0.440, 0.389, 0.452, 0.678, 0.486, 0.224, 0.357, 0.390, 0.387, 0.395, 0.318, -1.013, -0.127, -0.984, 0.277, 0.374, 0.331, 0.219, 0.282, 0.321, 0.348]
}

> Which formula does entry 1 have?

C20H22FN2O4P

> Which formula does entry 3 have?

C20H22FN3O5S